Record 1
Formula: C18H36O36S9
Source: the Open Molecules 2025 dataset
Level of theory: ωB97M-V with the def2-TZVPD basis set

Geometry as XYZ:
```
99
Properties=species:S:1:pos:R:3:forces:R:3:mulliken_charge:R:1
O -1.4400 -8.3913 1.8589 0.21 1.28 0.66 -0.546
S -1.5436 -7.3317 2.8134 0.43 0.58 1.65 1.092
O -2.8210 -6.9916 3.3874 0.86 -0.50 -0.47 -0.548
O -0.4325 -7.5467 3.9885 -1.04 -1.08 -0.98 -0.366
C -0.0427 -6.2986 4.5337 1.29 -0.57 0.74 -0.319
C -0.1282 -5.2816 3.3998 0.13 0.12 0.61 0.842
O -0.8591 -5.9512 2.3718 -0.66 -0.03 -1.38 -0.285
H -0.5681 -6.1717 5.4806 -0.45 0.67 -0.40 0.269
H 1.0107 -6.4153 4.8022 -0.09 -0.10 0.05 0.298
H 0.8479 -5.0343 2.9899 0.02 -0.23 -0.10 -0.360
H -0.5514 -4.3406 3.7480 -0.58 -0.14 -0.42 -0.015
O 0.7234 -2.4381 1.7503 -0.43 0.30 0.05 -0.388
S 0.8245 -1.3968 0.7820 -1.04 1.18 -0.10 0.938
O 2.1287 -1.1960 0.2158 -0.95 0.33 0.09 -0.605
O -0.3176 -1.5717 -0.3154 0.44 -1.19 0.66 -0.304
C -0.7127 -0.3003 -0.8383 1.00 0.20 -2.24 0.181
C -0.2325 0.7696 0.1202 0.40 -0.14 1.44 0.739
O 0.1161 -0.0093 1.2896 1.80 -1.23 0.80 -0.343
H -0.0748 -0.2378 -1.7258 -0.56 0.48 -0.27 0.244
H -1.7523 -0.3234 -1.1516 -0.10 -0.03 0.50 0.065
H -0.9238 1.4969 0.5323 -0.34 -0.17 -0.51 -0.053
H 0.6750 1.2790 -0.1968 -0.18 -0.11 -0.43 -0.350
O 5.1693 -0.3607 -1.4458 -0.85 0.97 -0.36 -0.612
S 4.4635 0.8753 -1.6501 0.06 -1.18 0.65 0.968
O 3.0296 0.9321 -1.6231 1.63 0.26 -0.31 -0.210
O 5.0519 1.9382 -0.5980 -0.83 -0.03 0.27 -0.301
C 6.1561 2.6489 -1.0955 0.01 0.35 -1.79 -0.283
C 5.9233 2.6666 -2.6430 1.34 0.67 -0.38 -0.337
O 5.0796 1.5675 -2.9665 -0.36 0.39 0.29 -0.315
H 6.1143 3.6776 -0.7476 0.08 -0.14 0.40 0.301
H 7.1017 2.1647 -0.8596 -0.08 -0.06 0.22 0.277
H 6.8519 2.6267 -3.2218 0.21 -1.00 0.40 0.307
H 5.6081 3.6268 -3.0657 -1.28 -0.14 0.58 0.184
O 0.2852 1.6623 -3.5896 0.50 1.11 0.37 -0.371
S 0.6812 2.8137 -4.3361 -1.20 -0.19 -1.39 0.921
O 0.5004 2.7019 -5.7663 0.85 0.67 1.48 -0.601
O -0.0979 4.1632 -3.8222 0.72 -1.10 0.05 -0.293
C 0.8363 5.2386 -3.6000 -0.61 -0.25 0.06 -0.255
C 2.1302 4.5577 -3.1920 0.28 -0.49 0.10 0.163
O 2.1539 3.3468 -3.9548 -0.60 -0.77 -0.56 -0.224
H 0.8936 5.8044 -4.5288 0.25 0.16 0.09 0.286
H 0.3876 5.8087 -2.7903 0.23 0.26 -0.07 0.207
H 2.1589 4.2860 -2.1349 -0.20 0.11 0.01 -0.238
H 3.0628 5.0514 -3.4569 -0.25 0.40 -0.02 0.362
O 2.0889 2.5778 1.0269 -0.47 1.51 0.22 -0.467
S 1.4648 3.8643 1.0657 -0.15 -0.25 1.07 1.095
O 0.4431 4.2030 0.1074 1.23 0.21 0.51 -0.297
O 0.8867 4.1827 2.5553 -0.23 -0.94 -0.35 -0.411
C 0.8388 5.6038 2.8017 0.61 -1.21 -1.23 -0.029
C 2.0578 6.0655 1.9952 1.14 1.96 0.67 -0.454
O 2.6166 5.0091 1.2102 -1.34 -0.47 -0.59 -0.329
H -0.1103 5.9779 2.4280 -0.01 0.21 0.14 -0.038
H 1.0035 5.7775 3.8585 -0.32 -0.13 0.06 0.335
H 2.8466 6.3740 2.6824 0.12 -0.33 0.05 0.288
H 1.8819 6.9823 1.4302 -0.31 -0.37 -0.54 0.316
O 6.0973 -6.7373 1.0786 -0.79 0.93 0.53 -0.545
S 5.9095 -5.3196 1.0273 -0.31 -0.09 -1.04 1.081
O 6.9089 -4.5914 0.3110 -0.51 0.30 0.64 -0.528
O 4.4465 -4.9010 0.4671 1.10 -0.01 -0.74 -0.315
C 3.7318 -4.0647 1.3816 -0.60 -0.29 1.26 0.436
C 4.7828 -3.5911 2.4018 -0.76 0.63 -1.70 -0.370
O 5.6021 -4.7245 2.4729 1.74 -1.12 1.00 -0.342
H 3.2027 -3.2056 0.9775 0.23 -0.27 -0.78 -0.131
H 3.0185 -4.7842 1.7939 -0.19 0.53 0.49 -0.033
H 4.4080 -3.2608 3.3654 -0.02 -0.52 0.12 0.347
H 5.3269 -2.7560 1.9442 0.11 -0.06 0.16 0.347
O -3.6716 -2.7739 -3.2195 -1.78 0.88 0.48 -0.599
S -4.7278 -1.7852 -3.1237 1.00 -0.40 0.13 1.207
O -4.4355 -0.5719 -2.4039 -0.74 -1.20 -1.11 -0.450
O -5.2624 -1.5651 -4.6285 0.16 0.62 1.01 -0.353
C -6.4870 -2.2463 -4.8881 -0.04 0.05 -0.49 -0.377
C -7.0853 -2.6728 -3.5379 -0.61 -1.71 -1.71 -0.214
O -6.1498 -2.3849 -2.5334 0.85 0.77 0.07 -0.351
H -7.1523 -1.5712 -5.4230 0.13 0.19 0.09 0.270
H -6.2694 -3.0775 -5.5576 0.04 -0.15 0.20 0.280
H -7.2873 -3.7478 -3.5813 0.58 -0.13 0.24 0.277
H -8.1169 -2.3159 -3.4987 0.44 1.09 1.14 0.301
O -3.8381 -0.9568 3.5974 1.44 -1.07 -0.18 -0.612
S -2.5784 -1.6295 3.3457 -1.24 0.29 -0.08 1.060
O -1.3940 -1.1386 3.9844 -0.87 -0.90 -0.76 -0.542
O -2.7453 -3.2507 3.5845 0.47 1.27 0.11 -0.334
C -3.3754 -3.8131 2.4433 -0.23 -1.02 -0.84 0.080
C -3.1142 -2.8897 1.2439 -1.29 0.17 0.13 -0.295
O -2.4060 -1.7591 1.7494 0.62 0.22 0.59 -0.170
H -2.9567 -4.7781 2.1687 0.39 0.02 0.75 -0.086
H -4.4283 -4.0235 2.6254 -0.10 0.54 0.16 0.281
H -4.0750 -2.5674 0.8394 0.08 0.28 -0.04 0.153
H -2.5916 -3.3991 0.4393 0.61 0.35 0.18 0.362
O -4.1336 2.6130 1.0763 -0.73 0.68 0.68 -0.639
S -3.4170 3.2045 0.0156 2.01 -0.91 -0.81 1.104
O -2.7121 2.2491 -0.8140 -1.00 2.05 0.12 -0.403
O -4.3010 4.2868 -0.8057 0.64 -1.37 -0.25 -0.312
C -4.0299 5.6065 -0.3741 -0.68 0.53 1.29 -0.479
C -2.5804 5.6260 0.0797 0.33 -0.42 -0.37 -0.040
O -2.3410 4.3040 0.5893 -0.95 -0.58 -0.44 -0.153
H -4.3139 6.2943 -1.1655 0.31 -0.07 -0.12 0.320
H -4.6672 5.7990 0.4957 -0.08 0.10 -0.11 0.289
H -2.3532 6.2900 0.9088 -0.30 0.26 -0.10 0.331
H -1.9231 5.8470 -0.7628 0.23 -0.25 0.07 0.016
```
Forces are in eV/Å.

Frontier orbital gap in Ha: 0.366
Molecular weight in g/mol: 1117.053
E_HOMO in eV: -10.4
ΔE to the lowest compared entry with this formula, charge and spin in kJ/mol: 281.0
Energy in eV: -190465.90397
F_max in eV/A: 2.5
SMILES string: O=S1(=O)OCCO1.O=S1(=O)OCCO1.O=S1(=O)OCCO1.O=S1(=O)OCCO1.O=S1(=O)OCCO1.O=S1(=O)OCCO1.O=S1(=O)OCCO1.O=S1(=O)OCCO1.O=S1(=O)OCCO1

---

Record 2
Formula: C18H37Cl2N4O
Source: the Open Molecules 2025 dataset
Level of theory: ωB97M-V with the def2-TZVPD basis set

Geometry as XYZ:
```
62
Properties=species:S:1:pos:R:3:forces:R:3:nbo_charge:R:1
C 3.5662 4.4431 1.1734 0.06 -0.34 -0.07 -0.616
C 4.5481 3.4054 0.6130 -0.27 -0.09 0.09 -0.397
C 3.8667 2.2242 -0.0844 0.25 -0.19 0.05 -0.394
C 2.8295 1.4971 0.7755 0.02 0.04 0.10 -0.393
C 3.4676 0.5072 1.7560 0.07 -0.04 -0.15 -0.409
C 3.8407 -0.8458 1.1133 -0.22 0.12 0.17 -0.401
C 3.4346 -2.0843 1.9260 0.06 -0.05 -0.29 -0.396
C 2.0150 -2.5640 1.6105 -0.07 0.37 0.16 -0.389
C 0.9136 -1.7450 2.2854 -0.16 -0.13 -0.34 -0.414
C -0.4864 -2.1875 1.8478 0.26 0.37 0.20 -0.210
N -0.8500 -1.4600 0.6227 -0.04 -0.11 -0.01 -0.551
C -2.1002 -1.2285 0.2682 0.05 0.07 -0.21 0.591
N -3.1915 -1.6429 0.9329 -0.04 -0.11 0.23 -0.486
C -4.2176 -1.2149 0.2302 0.00 0.15 -0.15 0.449
C -5.6554 -1.4621 0.5518 0.36 -0.16 0.00 -0.269
Cl -5.9557 -3.1509 0.0826 -0.17 -0.02 0.03 0.037
C -5.9655 -1.0703 2.0210 -0.60 -0.12 0.05 -0.208
C -7.2667 -0.2763 2.1029 0.17 0.11 0.31 -0.624
Cl -6.0905 -2.4653 3.1183 0.19 -0.04 0.01 -0.006
N -3.8232 -0.5273 -0.8453 -0.10 -0.06 0.13 -0.339
N -2.4579 -0.5289 -0.8292 0.22 -0.05 -0.01 -0.381
H 3.2667 4.1677 2.1846 -0.03 0.13 0.05 0.203
H 4.0151 5.4330 1.2012 -0.06 0.05 0.06 0.222
H 2.6532 4.4787 0.5757 0.04 0.17 -0.10 0.197
H 5.2290 3.8715 -0.0984 0.07 0.01 0.02 0.210
H 5.1518 3.0164 1.4355 0.17 0.09 -0.04 0.197
H 3.4409 2.5525 -1.0354 -0.15 0.10 0.06 0.197
H 4.6441 1.4954 -0.3391 -0.02 0.02 -0.17 0.201
H 2.1372 0.9574 0.1179 -0.06 -0.06 0.05 0.170
H 2.2258 2.2132 1.3362 -0.03 0.10 -0.09 0.207
H 2.8052 0.3533 2.6086 -0.01 -0.06 0.02 0.198
H 4.3775 0.9541 2.1618 -0.05 0.08 0.13 0.213
H 3.3430 -0.9230 0.1406 0.10 0.03 -0.10 0.179
H 4.9102 -0.8686 0.9104 0.04 -0.05 0.00 0.219
H 4.1218 -2.8953 1.6817 0.02 -0.04 0.08 0.218
H 3.5317 -1.8884 2.9962 0.07 -0.04 0.04 0.206
H 1.8714 -2.4833 0.5265 0.04 -0.27 -0.06 0.177
H 1.8918 -3.6117 1.8893 0.00 -0.04 -0.03 0.214
H 1.0101 -0.6930 2.0072 0.07 0.08 0.22 0.204
H 0.9871 -1.8085 3.3701 0.07 -0.03 0.03 0.228
H -1.2168 -1.9209 2.6079 -0.11 -0.15 -0.04 0.228
H -0.5163 -3.2600 1.6597 -0.12 -0.06 0.07 0.210
H -0.1086 -1.1358 0.0232 0.04 0.01 0.00 0.412
H -6.2826 -0.8693 -0.1091 0.02 0.11 0.02 0.240
H -5.1321 -0.4978 2.4179 0.06 0.13 -0.17 0.232
H -8.1239 -0.9458 2.1057 -0.03 -0.01 -0.21 0.239
H -7.3501 0.4425 1.2874 0.00 0.00 -0.04 0.208
H -7.2898 0.2836 3.0365 -0.04 -0.05 0.03 0.239
H -4.3647 -0.0850 -1.5690 0.06 0.03 -0.09 0.449
H -1.8733 -0.0902 -1.5356 0.03 0.18 -0.34 0.472
C -0.2178 -0.7491 -4.8761 -0.07 -0.04 0.14 -0.633
C -0.4766 0.6679 -4.3946 0.19 -0.08 -0.25 0.096
C 0.5170 1.6582 -4.9719 -0.03 0.10 0.12 -0.634
O -0.4407 0.7223 -2.9532 -0.35 -0.25 0.41 -0.764
H 0.7802 -1.0771 -4.5731 0.03 0.03 -0.05 0.205
H -0.9422 -1.4454 -4.4505 -0.02 0.01 -0.03 0.209
H -0.2794 -0.8107 -5.9618 0.01 0.01 -0.01 0.231
H -1.4903 0.9676 -4.6630 -0.03 0.03 0.08 0.177
H 1.5345 1.3955 -4.6699 0.01 -0.04 -0.05 0.205
H 0.3114 2.6661 -4.6131 -0.02 0.00 -0.02 0.226
H 0.4756 1.6613 -6.0604 0.00 -0.02 -0.01 0.229
H 0.4511 0.4776 -2.6802 0.08 0.11 -0.05 0.470
```
Forces are in eV/Å.

Frontier orbital gap in Ha: 0.378
Molecular weight in g/mol: 396.427
E_HOMO in eV: -13.0
Net charge: +1
ΔE to the lowest compared entry with this formula, charge and spin in kJ/mol: 0.0
Energy in eV: -52313.51628
F_max in eV/A: 0.6

---

Record 3
Formula: C18H37FN3O7S
Source: the Open Molecules 2025 dataset
Level of theory: ωB97M-V with the def2-TZVPD basis set

Geometry as XYZ:
```
67
Properties=species:S:1:pos:R:3:forces:R:3:nbo_charge:R:1
N -4.3015 -2.9499 1.8713 -0.46 0.20 0.15 -0.715
C -3.9460 -3.0656 0.6172 -0.36 0.21 -0.08 0.696
N -3.2216 -2.1808 -0.0452 0.69 -1.18 0.46 -0.546
C -2.6594 -2.8666 -1.2498 -0.41 0.66 0.51 -0.243
C -3.2122 -4.3153 -1.1064 0.10 1.39 -1.03 -0.358
S -1.9261 -5.3668 -0.4573 -0.27 -0.22 0.42 2.416
O -1.5038 -4.7486 0.7546 0.16 0.09 -0.10 -0.917
O -2.2471 -6.7381 -0.5224 0.01 -0.11 -0.18 -0.852
F -0.8405 -5.0684 -1.5458 -0.14 -0.01 0.14 -0.470
N -4.2878 -4.1954 -0.1247 0.56 -0.35 -0.14 -0.619
H -4.2490 -2.0549 2.3400 0.37 -0.11 0.04 0.445
H -4.5491 -3.7692 2.4044 -0.28 0.03 -0.17 0.441
H -2.5523 -1.7499 0.6098 0.05 0.82 -0.17 0.459
H -3.0174 -2.3592 -2.1405 0.11 -0.14 -0.08 0.267
H -1.5805 -2.7572 -1.1818 0.01 -0.22 -0.26 0.244
H -3.5715 -4.6184 -2.0872 0.08 -0.62 0.21 0.273
H -5.1794 -4.0880 -0.5996 -0.23 -0.28 0.42 0.429
C 3.1649 -6.6026 -4.7947 -0.04 -0.09 -0.13 -0.721
C 1.7256 -6.9931 -4.5614 0.03 0.01 0.05 0.592
O 1.0916 -7.6167 -5.3766 -0.02 0.01 -0.03 -0.531
C 1.1062 -6.5616 -3.2495 -0.04 -0.12 -0.15 -0.720
H 3.4883 -6.9681 -5.7657 0.00 0.00 0.00 0.241
H 3.2700 -5.5166 -4.7636 0.03 0.00 0.08 0.226
H 3.8006 -7.0300 -4.0175 0.00 0.07 0.04 0.232
H 1.1321 -5.4737 -3.1694 0.08 0.00 0.05 0.218
H 1.6631 -6.9855 -2.4121 0.04 0.08 0.02 0.231
H 0.0770 -6.9092 -3.2101 0.00 -0.01 0.00 0.231
C -1.1887 0.3833 -4.9525 -0.07 -0.17 0.03 -0.724
C -1.7029 0.4912 -3.5422 0.01 0.05 -0.04 0.624
O -2.2061 -0.4568 -2.9747 0.03 -0.01 0.04 -0.602
C -1.5662 1.8295 -2.8663 -0.07 -0.10 0.13 -0.724
H -1.3442 -0.6247 -5.3284 0.00 0.00 0.00 0.236
H -1.7115 1.0932 -5.5950 0.07 0.06 0.00 0.242
H -0.1241 0.6204 -4.9800 -0.01 0.09 -0.03 0.239
H -2.1027 2.5901 -3.4354 0.07 0.03 -0.04 0.241
H -0.5150 2.1179 -2.8195 -0.01 0.05 -0.07 0.239
H -1.9726 1.7793 -1.8591 0.00 0.00 0.00 0.233
C 0.3051 -1.6785 1.9423 -0.19 -0.06 -0.18 -0.729
C -0.7884 -0.7835 2.4512 0.22 0.02 0.13 0.657
O -1.9506 -0.9302 2.1009 -0.14 -0.12 -0.18 -0.643
C -0.3884 0.2997 3.3988 -0.30 0.06 -0.03 -0.742
H -0.0971 -2.4319 1.2661 0.01 -0.01 0.03 0.224
H 1.0568 -1.0790 1.4264 0.06 0.01 0.09 0.255
H 0.7896 -2.1800 2.7808 0.07 0.06 0.01 0.252
H 0.3377 0.9547 2.9109 0.13 -0.02 0.10 0.287
H 0.0779 -0.1338 4.2848 0.12 0.02 -0.05 0.245
H -1.2597 0.8791 3.6953 -0.01 -0.02 0.00 0.235
C 1.9922 4.4055 3.3909 -0.23 -0.28 -0.16 -0.738
C 2.7730 3.2022 2.9442 0.09 0.04 0.07 0.619
O 2.2389 2.2114 2.4883 -0.09 -0.05 -0.03 -0.596
C 4.2714 3.2853 3.0865 -0.02 -0.17 -0.09 -0.722
H 0.9284 4.2260 3.2430 0.00 -0.01 0.02 0.220
H 2.1821 4.6042 4.4466 0.09 0.11 -0.03 0.235
H 2.2947 5.2826 2.8174 0.05 -0.03 0.16 0.275
H 4.5377 3.4441 4.1325 0.01 0.09 -0.01 0.235
H 4.6527 4.1282 2.5082 0.00 0.06 0.08 0.240
H 4.7286 2.3646 2.7323 0.00 0.00 0.00 0.231
C 2.0940 9.6161 3.4900 0.08 -0.12 0.09 -0.722
C 2.0842 8.4222 2.5705 0.00 0.07 0.01 0.611
O 2.6160 7.3792 2.8797 0.02 0.16 -0.05 -0.567
C 1.3808 8.5898 1.2465 0.05 -0.16 -0.01 -0.722
H 2.6278 9.3707 4.4044 0.00 0.00 0.00 0.238
H 2.5826 10.4601 3.0009 -0.07 0.04 -0.02 0.236
H 1.0716 9.9088 3.7343 0.00 0.06 -0.06 0.234
H 1.8440 9.3970 0.6772 -0.06 0.06 0.02 0.236
H 0.3328 8.8456 1.4100 0.01 0.09 -0.01 0.233
H 1.4433 7.6658 0.6768 0.00 0.00 0.00 0.231
```
Forces are in eV/Å.

Frontier orbital gap in Ha: 0.312
Molecular weight in g/mol: 458.573
E_HOMO in eV: -11.2
Net charge: +1
Energy in eV: -51615.97681
F_max in eV/A: 1.7

---

Among the records above, which one has the highest E_HOMO?
C18H36O36S9